(1)
Here is a structure of composition C7H15O13Y from the Open Molecules 2025 dataset. Energies are from ωB97M-V with the def2-TZVPD basis set.

Properties
- highest occupied orbital energy (eV) = -8.396
- total charge = 0
- energy above the lowest of the compared OMol25 structures with the same formula, charge and spin (kJ/mol) = 92.01

Each line ends with the Mulliken charge.
Element x y z (Å)
Y  0.2444  0.0602  -0.1100  1.5485
O  3.0137  0.3311  -3.4385  -0.4925
C  2.0273  0.2040  -2.5253  0.9107
O  1.6590  1.2157  -1.8670  -0.6749
O  1.4476  -0.8713  -2.2521  -0.6242
H  3.2018  1.2833  -3.2974  0.3346
O  0.9163  2.6299  3.1707  -0.4981
C  0.9668  1.7000  2.2248  0.9193
O  0.2832  0.6309  2.2949  -0.6564
O  1.4816  1.8738  1.0984  -0.5971
H  1.2713  3.4362  2.7654  0.3439
O  -0.8376  3.9623  0.7076  -0.4146
C  -1.6141  3.0955  -0.0253  0.4532
O  -1.0672  2.0203  -0.3935  -0.7293
O  -2.7843  3.4315  -0.2438  -0.7160
H  -1.4842  4.6622  0.8909  0.2866
C  2.3573  -1.9664  1.3197  -0.6100
C  1.3858  -2.8856  0.6275  -0.5674
O  0.1205  -2.1975  0.5040  -0.3208
O  2.4282  -0.7910  0.4897  -0.2736
H  3.3546  -2.3996  1.3836  0.4710
H  1.9763  -1.7072  2.3099  0.2503
H  1.2893  -3.7320  1.3143  0.4726
H  1.6905  -3.2172  -0.3638  0.2868
H  -0.5494  -2.8496  0.7200  0.2852
H  3.3453  -0.5078  0.4797  0.2565
C  -3.0424  -0.8760  -0.1257  -0.5549
C  -2.7620  -0.5731  -1.5984  -0.5191
O  -1.3769  -0.8424  -1.8538  -0.3466
O  -1.9926  -0.3979  0.7612  -0.2097
H  -3.0322  -1.9659  -0.0193  0.2492
H  -3.9660  -0.4103  0.2107  0.4451
H  -2.9604  0.4735  -1.8406  0.2811
H  -3.3972  -1.1602  -2.2619  0.4836
H  -1.2200  -1.2689  -2.6996  0.2692
H  -2.3742  -0.3904  1.6432  0.2576

Atomic forces in eV per Å
Y 0.488 3.803 -0.609
O -0.471 0.505 0.644
C -1.693 0.200 1.773
O 0.574 0.773 0.035
O 0.328 -1.669 -0.687
H 0.289 -0.440 -0.530
O 0.390 -0.136 0.221
C -1.665 -1.305 -3.102
O -0.704 -1.047 1.751
O 1.585 1.331 -0.104
H -0.006 -0.112 0.016
O -0.160 -0.040 -0.023
C -1.069 -0.081 -0.166
O 1.013 -1.267 -0.025
O 0.395 -0.049 0.079
H 0.304 0.018 0.061
C -0.127 0.382 -0.860
C 0.326 -0.526 0.711
O 0.573 -0.826 0.318
O 0.219 -0.540 0.604
H -0.119 -0.261 0.111
H 0.075 0.102 -0.007
H -0.297 -0.191 -0.316
H 0.229 0.129 0.051
H -0.415 0.391 -0.099
H -0.199 0.637 -0.225
C 0.544 -0.333 -0.053
C 0.105 0.898 0.080
O -0.016 -0.028 0.747
O -0.463 -0.341 -0.912
H -0.496 0.007 0.082
H -0.223 -0.243 -0.286
H 0.147 0.076 0.268
H -0.058 -0.291 0.291
H 0.165 0.134 -0.033
H 0.434 0.339 0.195

---

(2)
Here is a structure of composition C15H7F5N3O4RuS6Se from the Open Molecules 2025 dataset. Energies are from ωB97M-V with the def2-TZVPD basis set.

Properties
- highest occupied orbital energy (alpha / beta) (eV) = -1.527 / -1.498
- ⟨S²⟩ = 0.763
- spin multiplicity = 2
- total charge = -2
- energy above the lowest of the compared OMol25 structures with the same formula, charge and spin (kJ/mol) = 161.33

Each line ends with the Mulliken charge.
Element x y z (Å)
Ru  -0.2836  0.3584  0.0350  0.8080
O  1.0583  -1.6149  3.4675  -0.7177
C  0.8957  -1.0330  2.4026  0.6362
O  -0.0944  -0.2860  2.0715  -0.5590
C  1.9518  -1.1077  1.2726  0.4678
O  2.7860  -2.0046  1.2176  -0.6463
O  1.8073  -0.1380  0.4408  -0.6266
S  -7.6117  0.4970  -1.0305  -0.3707
C  -5.9535  0.5676  -0.8618  0.1003
S  -4.8500  -0.1009  -1.9969  -0.1327
C  -3.3714  0.2873  -1.1575  0.1768
C  -3.5149  0.9527  -0.0083  0.0847
S  -2.1581  1.4457  0.9629  -0.2628
S  -5.1546  1.3078  0.4641  -0.1351
S  -1.8217  -0.1626  -1.8003  -0.5158
F  0.9783  7.4948  -0.4310  -0.3296
C  0.9749  6.1799  -0.7136  0.5922
C  1.2406  5.7408  -1.9944  0.1781
F  1.4994  6.6378  -2.9641  -0.3218
C  1.2388  4.3868  -2.2709  0.2731
F  1.5116  4.0230  -3.5350  -0.3285
C  0.9793  3.4186  -1.3063  -0.2745
Se  1.0185  1.5759  -1.7736  -0.2005
C  0.7337  3.8983  -0.0212  0.5853
F  0.5295  3.0586  0.9925  -0.2760
C  0.7266  5.2496  0.2771  -0.2013
F  0.4959  5.6732  1.5279  -0.3202
C  1.6360  -4.9120  2.5966  -0.9085
C  0.5789  -5.1825  1.5204  -0.5483
C  0.5187  -4.0632  0.5323  0.4751
N  -0.2272  -3.0288  0.6634  -0.7415
N  -0.0591  -2.1048  -0.3355  0.2956
C  0.7918  -2.4894  -1.2395  0.6868
N  1.0315  -1.8324  -2.4153  -0.4159
S  1.4849  -4.0363  -0.9101  -0.2809
H  1.7240  -5.7742  3.2638  0.3862
H  1.3725  -4.0258  3.1743  0.1988
H  2.6069  -4.7102  2.1429  0.2595
H  -0.4097  -5.2695  1.9725  0.2554
H  0.7993  -6.1154  0.9948  0.3234
H  0.5512  -0.9476  -2.5003  0.0284
H  1.9880  -1.8137  -2.7268  0.3023

Atomic forces in eV per Å
Ru 0.950 -1.088 0.594
O -0.167 0.141 -0.104
C 0.195 -0.144 -0.045
O -0.835 0.315 0.156
C -0.040 -0.038 0.257
O 0.039 0.247 -0.038
O -0.053 0.072 -0.840
S 0.025 0.031 -0.014
C -0.052 0.033 -0.044
S -0.016 -0.019 0.062
C -0.037 -0.186 -0.382
C -0.019 0.304 0.253
S 0.114 -0.029 -0.040
S 0.009 -0.078 -0.017
S 0.288 0.425 0.285
F -0.003 0.002 0.000
C 0.022 0.039 0.036
C 0.019 -0.026 -0.061
F -0.009 -0.002 0.004
C 0.020 0.002 -0.019
F -0.018 0.028 -0.004
C -0.125 -0.117 0.001
Se -0.413 0.252 0.005
C 0.052 0.000 -0.001
F 0.064 0.002 0.027
C -0.038 -0.004 -0.015
F -0.003 -0.009 0.004
C -0.030 -0.039 0.030
C 0.191 0.120 0.088
C -0.172 -0.095 -0.078
N -0.103 0.091 -0.023
N 0.256 -0.128 -0.013
C -0.239 -0.081 -0.096
N 0.010 -0.124 -0.020
S 0.070 -0.080 -0.032
H 0.000 0.021 0.001
H 0.014 0.034 -0.039
H 0.004 -0.008 -0.003
H -0.008 -0.011 -0.013
H -0.054 -0.021 0.006
H 0.049 0.052 0.026
H 0.044 0.112 0.102

---

(3)
Here is an isolated molecule of C4H10N2O from the Open Molecules 2025 dataset. Energies are from ωB97M-V with the def2-TZVPD basis set.

Properties
- highest occupied orbital energy (eV) = -8.886
- total charge = 0
- structure (SMILES) = CN(C)C(=O)CN
- energy above the lowest of the compared OMol25 structures with the same formula, charge and spin (kJ/mol) = 236.50

Each line ends with the Mulliken charge.
Element x y z (Å)
C  1.0505  0.3522  -2.0363  -0.8458
N  0.3814  -0.1396  -0.7527  0.0661
C  1.1323  -1.1087  0.1477  -0.9126
C  -0.6810  0.6559  -0.3093  0.5787
O  -1.1785  1.3849  -1.1735  -0.6529
C  -1.4296  0.2798  0.9623  -0.6392
N  -0.6807  0.3488  2.1779  -0.4729
H  0.4074  0.0985  -2.9745  0.2229
H  0.9123  1.4245  -1.9891  0.3013
H  2.0512  0.0964  -2.1788  0.3719
H  2.0921  -1.2787  -0.2112  0.3527
H  0.4684  -2.0903  0.2564  0.2160
H  1.1412  -0.7833  1.1441  0.3737
H  -2.4161  0.8973  0.8896  0.2748
H  -1.6491  -0.6871  0.6674  0.3420
H  -0.6780  -0.5484  2.5626  0.2154
H  -0.9238  1.0978  2.8176  0.2079

Atomic forces in eV per Å
C -4.253 0.240 -0.096
N 1.803 0.037 0.646
C -4.602 -0.957 -0.910
C 0.232 -0.560 -2.867
O 0.038 0.300 1.348
C -0.812 3.387 -1.129
N 0.135 1.079 -0.403
H 1.166 -0.074 1.673
H 0.442 0.322 -0.108
H 1.498 -0.804 0.241
H 1.508 -0.506 -0.744
H 1.654 1.531 -0.704
H 0.391 0.974 1.210
H 1.727 -1.029 0.406
H -0.914 -2.402 0.203
H 0.066 -1.053 1.437
H -0.078 -0.485 -0.206

---

(4)
Here is an isolated molecule of C24H35FN4O from the Open Molecules 2025 dataset. Energies are from ωB97M-V with the def2-TZVPD basis set.

Properties
- highest occupied orbital energy (eV) = -7.718
- total charge = 0
- structure (SMILES) = O=C(NCCCN1CCN(c2ccc(F)cc2)CC1)N[C@]12C[C@H]3C[C@H](C[C@H](C3)C1)C2

Each line ends with the Mulliken charge.
Element x y z (Å)
O  -3.3207  -0.5071  -0.3612  -0.6815
C  -2.4846  -0.4199  0.5153  0.3381
N  -2.3077  -1.3776  1.4899  -0.3152
C  -2.9252  -2.6730  1.3072  -1.0529
C  -2.1175  -3.6002  0.3932  -0.4344
C  -0.7223  -3.9031  0.9418  -1.0459
N  0.1226  -2.7199  1.0499  0.6052
C  1.2614  -2.9370  1.9268  -0.5913
C  2.0238  -1.6170  2.0800  -1.3410
N  2.4979  -1.1162  0.8107  0.1586
C  3.7377  -1.4905  0.3140  0.7971
C  4.5567  -2.4333  0.9463  -0.3798
C  5.8174  -2.7295  0.4636  -0.8655
C  6.2765  -2.0888  -0.6693  0.3305
F  7.5074  -2.3845  -1.1506  -0.3415
C  5.5010  -1.1455  -1.3180  -0.7375
C  4.2488  -0.8488  -0.8233  -0.1119
C  1.3762  -0.9439  -0.0897  -0.7472
C  0.5886  -2.2491  -0.2450  -1.4593
N  -1.6244  0.6391  0.6640  -0.1006
C  -1.7404  1.8853  -0.0914  0.9759
C  -1.5517  1.5981  -1.5838  -1.2603
C  -1.6215  2.9060  -2.3688  0.4080
C  -2.9838  3.5611  -2.1477  -1.3649
C  -3.1687  3.8563  -0.6603  0.4854
C  -2.0642  4.7987  -0.1834  -1.4742
C  -0.7044  4.1386  -0.4067  0.4238
C  -0.5160  3.8482  -1.8946  -1.4246
C  -0.6345  2.8310  0.3819  -1.5947
C  -3.1038  2.5506  0.1292  -1.6550
H  -1.3674  -1.4499  1.8614  0.3446
H  -3.0462  -3.1288  2.2941  0.4379
H  -3.9099  -2.5006  0.8675  0.4794
H  -2.0536  -3.1437  -0.5944  0.2809
H  -2.6538  -4.5447  0.2887  0.4221
H  -0.8307  -4.3192  1.9482  0.4231
H  -0.2430  -4.6728  0.3113  0.3572
H  0.8971  -3.2665  2.9035  0.4864
H  1.9372  -3.7134  1.5268  0.3839
H  2.8532  -1.7212  2.7785  0.6132
H  1.3350  -0.8653  2.4830  0.3327
H  4.2173  -2.9597  1.8237  0.2220
H  6.4386  -3.4609  0.9564  0.4222
H  5.8838  -0.6457  -2.1937  0.4184
H  3.6675  -0.0876  -1.3191  0.4420
H  1.7169  -0.6208  -1.0710  0.5376
H  0.7130  -0.1775  0.3233  -0.0356
H  -0.2735  -2.0594  -0.8852  0.5539
H  1.2311  -3.0050  -0.7336  0.4495
H  -1.2000  0.7310  1.5748  0.4808
H  -0.5852  1.1123  -1.7388  0.0928
H  -2.3335  0.9139  -1.9122  0.6724
H  -1.4872  2.6930  -3.4350  0.2918
H  -3.0500  4.4877  -2.7227  0.4729
H  -3.7746  2.8921  -2.4918  0.5079
H  -4.1448  4.3270  -0.4991  0.2290
H  -2.1134  5.7399  -0.7353  0.4932
H  -2.1990  5.0257  0.8769  0.4863
H  0.0901  4.8098  -0.0605  0.2650
H  0.4620  3.3916  -2.0640  0.4662
H  -0.5524  4.7813  -2.4610  0.5064
H  0.3412  2.3601  0.2357  0.3371
H  -0.7560  3.0371  1.4493  0.6390
H  -3.8863  1.8668  -0.2010  0.5595
H  -3.2483  2.7449  1.1956  0.3849

Atomic forces in eV per Å
O -0.337 -0.075 -0.431
C 0.252 -0.091 0.640
N -0.119 0.120 0.243
C -0.098 -0.126 -0.259
C 0.097 0.154 0.296
C -0.203 -0.102 -0.172
N 0.255 -0.120 0.120
C 0.139 0.187 0.147
C 0.068 -0.303 0.080
N -0.288 0.274 0.264
C 0.488 -0.063 -0.092
C -0.268 0.103 -0.004
C 0.307 0.108 -0.320
C -0.079 -0.036 0.116
F -0.075 0.027 0.025
C 0.213 -0.215 0.031
C -0.101 -0.094 0.066
C -0.175 -0.195 -0.216
C -0.016 0.325 -0.097
N 0.200 0.272 0.088
C -0.095 -0.264 -0.016
C -0.095 0.138 -0.089
C 0.096 -0.025 -0.259
C 0.022 -0.013 0.031
C -0.228 0.167 0.066
C -0.016 -0.036 -0.024
C 0.193 0.187 0.102
C -0.050 -0.019 0.006
C -0.068 -0.008 -0.108
C -0.003 0.047 -0.106
H -0.075 0.099 -0.203
H -0.068 -0.023 -0.057
H 0.051 -0.090 0.152
H -0.053 -0.054 -0.086
H -0.012 -0.037 -0.079
H 0.043 -0.049 -0.023
H 0.040 0.009 0.104
H 0.025 -0.034 -0.027
H -0.029 -0.007 0.038
H -0.032 0.038 0.008
H 0.025 -0.068 0.070
H -0.071 -0.037 0.061
H 0.079 -0.068 0.031
H 0.058 0.049 -0.084
H -0.055 0.084 -0.016
H -0.038 0.059 0.044
H 0.048 -0.052 -0.144
H 0.016 -0.029 -0.067
H -0.069 0.008 0.013
H -0.072 -0.025 -0.005
H 0.083 -0.048 0.024
H 0.046 -0.023 -0.011
H -0.010 0.003 0.060
H -0.034 0.035 -0.051
H -0.068 -0.007 -0.058
H 0.054 -0.034 -0.010
H 0.002 0.077 0.005
H -0.015 0.050 0.048
H -0.053 -0.064 -0.014
H 0.069 0.000 -0.039
H 0.045 0.054 -0.038
H 0.055 -0.074 0.026
H -0.001 -0.028 0.096
H -0.017 -0.018 0.042
H 0.018 -0.017 0.065

---

(5)
Here is a cluster of 2 separate species, H5N2OP in total from the Open Molecules 2025 dataset. Energies are from ωB97M-V with the def2-TZVPD basis set.

Properties
- highest occupied orbital energy (alpha / beta) (eV) = -7.205 / -7.823
- total charge = 0
- energy above the lowest of the compared OMol25 structures with the same formula, charge and spin (kJ/mol) = 613.64

Each line ends with the Mulliken charge.
Element x y z (Å)
N  -1.7669  0.9614  0.3282  -0.4246
N  0.4844  -1.7394  -0.8373  -0.3837
O  -0.9265  0.0316  -0.4014  -0.2626
P  0.0534  -0.8543  0.5157  0.1396
H  -1.4883  1.8434  -0.2337  0.2718
H  -1.6594  0.9553  1.3700  0.2831
H  1.3068  -2.3703  -0.9534  0.2580
H  -0.0316  -1.3324  -1.6823  0.2876
H  1.8769  0.6451  1.2739  -0.1693

Atomic forces in eV per Å
N -0.042 1.633 -1.851
N -0.170 0.259 -1.180
O -0.626 0.614 0.945
P 1.874 -0.005 0.588
H -0.688 -1.479 2.349
H 0.748 0.162 -1.415
H -1.284 1.100 0.111
H 1.595 -1.223 1.270
H -1.408 -1.060 -0.817

---

(6)
Here is an isolated molecule of C9H13NO from the Open Molecules 2025 dataset. Energies are from ωB97M-V with the def2-TZVPD basis set.

Properties
- highest occupied orbital energy (eV) = -8.565
- total charge = 0
- structure (SMILES) = CC1=C(C)C(C)(C)[C@@H](C#N)O1
- energy above the lowest of the compared OMol25 structures with the same formula, charge and spin (kJ/mol) = 376.24

Each line ends with the Mulliken charge.
Element x y z (Å)
C  0.7289  2.9258  -0.0090  -1.2357
C  0.2606  1.5075  -0.1221  0.6312
C  0.8980  0.3611  0.1204  0.1297
C  2.0961  -0.1972  0.8116  -1.3822
C  -0.2808  -0.7164  -0.2186  1.5271
C  0.1283  -1.5327  -1.4565  -1.8132
C  -0.6414  -1.5919  0.9415  -1.8384
C  -1.6988  0.0560  -0.6742  0.1692
C  -2.7790  -0.1662  0.1934  0.0680
N  -3.7573  -0.1981  0.7793  -0.4675
O  -1.0997  1.3935  -0.5355  -0.4340
H  1.7938  2.9324  -0.2772  0.3444
H  0.6044  3.2397  1.1731  0.2228
H  0.1774  3.6467  -0.6195  0.3537
H  2.9489  0.5197  0.7359  0.3810
H  2.5787  -1.1138  0.4036  0.3007
H  1.6812  -0.3061  1.8869  0.2205
H  -0.8399  -2.0009  -1.7291  0.4484
H  0.8477  -2.3105  -1.2151  0.4160
H  0.3907  -0.7825  -2.1858  0.4556
H  -1.6048  -2.1118  0.8380  0.5425
H  -0.8154  -1.0851  1.9985  0.3048
H  0.2416  -2.3723  0.9358  0.3233
H  -1.8591  -0.0968  -1.7753  0.3323

Atomic forces in eV per Å
C -0.146 0.232 2.829
C -0.487 -0.517 -0.270
C -3.922 -1.748 -1.317
C 0.367 1.201 0.986
C -0.681 0.046 -0.280
C -1.857 0.017 1.123
C 1.467 -1.535 2.268
C 7.028 1.232 -0.804
C -1.093 0.753 -0.212
N -0.685 -0.369 0.763
O -0.647 1.593 -0.055
H -0.286 0.272 0.255
H 0.400 -0.520 -3.010
H 0.035 -0.339 0.129
H -0.710 -0.196 0.647
H -1.102 0.261 0.243
H 1.508 -0.220 -1.433
H 0.817 -0.267 -0.435
H 0.348 0.190 -0.346
H 0.504 -0.318 -0.618
H 0.492 -0.227 -0.462
H 0.952 -0.691 -2.166
H -1.872 1.152 0.900
H -0.430 -0.002 1.264

---

(7)
Here is a cluster of 2 separate species, C2H6N5 in total from the Open Molecules 2025 dataset. Energies are from ωB97M-V with the def2-TZVPD basis set.

Properties
- highest occupied orbital energy (eV) = -15.175
- total charge = +1
- energy above the lowest of the compared OMol25 structures with the same formula, charge and spin (kJ/mol) = 505.78

Each line ends with the Mulliken charge.
Element x y z (Å)
C  0.2450  -1.2272  -0.0167  0.2761
C  -1.3095  0.0829  0.6452  -0.7270
N  -0.3782  -2.1974  -0.8057  -0.1559
N  0.4955  -1.8216  1.2324  -0.1399
N  -0.5283  -3.1922  -0.0789  -0.1487
N  -0.0109  -2.9513  1.1851  -0.1695
N  1.1779  -0.2451  -0.5822  -0.2023
H  -2.1801  -0.4387  0.2730  0.3373
H  -1.0430  0.9864  0.1261  0.3599
H  -1.1720  0.0524  1.7138  0.3830
H  0.7407  0.2636  -1.3650  0.3977
H  2.0263  -0.7224  -0.9345  0.3875
H  1.4674  0.4180  0.1555  0.4018

Atomic forces in eV per Å
C -3.113 1.905 1.574
C 1.577 -2.178 -0.812
N 0.446 0.744 -1.217
N 1.074 0.921 0.264
N -0.934 -0.701 -1.076
N 0.364 -0.300 1.463
N 0.515 -0.628 -0.075
H -0.024 -0.018 -0.079
H 0.046 0.268 -0.093
H 0.139 0.058 0.117
H 0.159 -0.149 0.209
H -0.159 0.276 0.012
H -0.089 -0.198 -0.286

---

Number 1: molecular weight 396.09 g/mol. Number 2: molecular weight 760.66 g/mol. Number 3: molecular weight 102.14 g/mol. Number 4: molecular weight 414.57 g/mol. Number 5: molecular weight 80.03 g/mol. Number 6: molecular weight 151.21 g/mol. Number 7: molecular weight 100.10 g/mol.